A cluster of 4 separate species, C26H51O5PS3 in total, computed with wB97M-V/def2-TZVPD.

Cartesian coordinates (Å):
C (5.9453, -2.9098, 0.8202)
C (6.9949, -2.0009, 0.1809)
C (7.4065, -0.7614, 1.0048)
C (6.3419, -0.1708, 1.9493)
C (6.4078, 1.3653, 2.1010)
C (5.2821, 2.1457, 1.4067)
C (5.4821, 2.3850, -0.0950)
C (5.1619, 1.1771, -0.9851)
C (3.6563, 1.0082, -1.2748)
C (3.1007, -0.3374, -0.7910)
C (1.7715, -0.7849, -1.4221)
C (0.5396, -0.3800, -0.5982)
C (0.3449, 1.0936, -0.3601)
C (-0.0637, 1.6460, 0.7932)
P (-0.5524, 0.8165, 2.3843)
C (-1.4610, -0.6766, 1.8194)
C (1.0689, 0.1339, 2.9305)
C (-0.2187, 3.1378, 0.8595)
O (-0.8865, 3.6892, 1.7017)
C (0.4831, 3.9673, -0.1569)
C (0.8323, 3.4267, -1.3065)
C (0.5310, 1.9945, -1.5562)
O (0.3775, 1.5971, -2.6830)
H (5.7866, -3.7949, 0.1997)
H (4.9754, -2.4166, 0.9102)
H (6.2494, -3.2386, 1.8176)
H (6.6447, -1.6904, -0.8088)
H (7.8919, -2.6014, 0.0019)
H (7.7211, 0.0250, 0.3101)
H (8.2977, -1.0126, 1.5883)
H (5.3429, -0.4489, 1.6035)
H (6.4698, -0.6139, 2.9402)
H (6.3766, 1.6069, 3.1667)
H (7.3664, 1.7332, 1.7162)
H (5.1826, 3.1214, 1.8929)
H (4.3292, 1.6248, 1.5770)
H (4.8501, 3.2260, -0.4038)
H (6.5164, 2.7054, -0.2662)
H (5.7106, 1.2765, -1.9259)
H (5.5188, 0.2675, -0.4994)
H (3.1314, 1.8240, -0.7644)
H (3.4501, 1.1123, -2.3439)
H (2.9724, -0.2940, 0.3004)
H (3.8573, -1.1086, -0.9729)
H (1.7605, -1.8773, -1.4690)
H (1.6813, -0.4312, -2.4493)
H (-0.3667, -0.7627, -1.0793)
H (0.6313, -0.8625, 0.3735)
H (-2.0119, -1.0807, 2.6698)
H (-2.1872, -0.3196, 1.0842)
H (-0.8741, -1.4672, 1.3517)
H (1.6944, 0.9610, 3.2749)
H (1.6227, -0.4465, 2.1923)
H (0.8589, -0.5032, 3.7945)
H (0.6039, 5.0207, 0.0683)
H (1.2668, 3.9796, -2.1319)
C (-3.9948, 1.4597, -1.4756)
S (-4.8389, 0.9029, 0.0093)
O (-4.4057, -0.5005, 0.2441)
C (-6.4831, 0.8131, -0.7024)
H (-2.9335, 1.5258, -1.2391)
H (-4.1547, 0.7305, -2.2696)
H (-4.3729, 2.4409, -1.7623)
H (-6.4752, 0.1404, -1.5599)
H (-6.8112, 1.8111, -0.9936)
H (-7.1471, 0.4145, 0.0612)
C (-8.7874, -1.2383, 2.3555)
S (-10.2765, -1.5281, 1.3916)
O (-9.9009, -1.3353, -0.0339)
C (-11.1308, -0.0316, 1.9024)
H (-8.0920, -2.0446, 2.1319)
H (-8.3539, -0.2813, 2.0668)
H (-9.0330, -1.2454, 3.4174)
H (-10.5273, 0.8340, 1.6302)
H (-11.3078, -0.0619, 2.9774)
H (-12.0807, -0.0053, 1.3728)
C (-3.2589, -1.7813, -4.2794)
S (-3.0590, -2.1919, -2.5390)
O (-1.6323, -1.9238, -2.2123)
C (-3.2095, -3.9694, -2.7518)
H (-3.1390, -0.7035, -4.3748)
H (-2.4913, -2.2894, -4.8626)
H (-4.2567, -2.0742, -4.6070)
H (-2.4514, -4.3139, -3.4548)
H (-4.2119, -4.2054, -3.1084)
H (-3.0500, -4.4233, -1.7759)

Forces on atoms 1 to 2 (eV/Å):
0.0 0.0 -0.1
0.0 -0.1 0.1

Total charge: 0
HOMO energy: -8.103 eV
F_max: 0.012 hartree/bohr
Kohn-Sham gap: 7.46 eV
E_LUMO: -0.65 eV

Atomic partial charges in e from the Mulliken method, atoms 1 to 4: -1.095 -0.411 -0.903 -0.029

***

A cluster of 5 separate species, C26H52BNO9 in total at a distorted geometry, computed with wB97M-V/def2-TZVPD.

Cartesian coordinates (Å):
C (-2.8081, 2.1547, 2.6070)
C (-3.3452, 3.0968, 1.5085)
C (-4.1958, 2.4342, 0.4115)
C (-3.6380, 1.1386, -0.1651)
C (-2.4047, 1.3783, -1.0720)
C (-1.1586, 0.7026, -0.4840)
C (0.0575, 0.7443, -1.4018)
C (0.9760, 1.9533, -1.2135)
C (1.4893, 2.1767, 0.2363)
B (1.5667, 3.7035, 0.5287)
N (2.7839, 4.3490, 1.0835)
C (3.0099, 4.1467, 2.2591)
O (3.2307, 4.0063, 3.3961)
H (-3.0827, 2.5383, 3.5888)
H (-1.7214, 2.1232, 2.5885)
H (-3.2100, 1.1491, 2.5411)
H (-2.5218, 3.6636, 1.0763)
H (-3.9764, 3.8367, 2.0009)
H (-4.2644, 3.1367, -0.4218)
H (-5.2141, 2.3175, 0.7858)
H (-4.4161, 0.6567, -0.7524)
H (-3.3667, 0.4256, 0.6101)
H (-2.2638, 2.4521, -1.1901)
H (-2.5866, 0.8912, -2.0245)
H (-1.4370, -0.3377, -0.3079)
H (-0.9620, 1.1414, 0.4936)
H (-0.3235, 0.7994, -2.4281)
H (0.6346, -0.1719, -1.3552)
H (1.8591, 1.7996, -1.8342)
H (0.5058, 2.8619, -1.5905)
H (0.8561, 1.6824, 0.9753)
H (2.4764, 1.7245, 0.3306)
H (0.6491, 4.4155, 0.2815)
O (1.8485, -1.0901, 0.4906)
C (1.6615, -1.6615, 1.5327)
O (0.5691, -1.3370, 2.2456)
C (0.1355, -2.1004, 3.3815)
C (0.8321, -1.6672, 4.6546)
C (2.6420, -2.6695, 2.0860)
H (0.2449, -3.1649, 3.1916)
H (-0.9325, -1.9004, 3.4618)
H (1.9074, -1.8386, 4.6027)
H (0.4379, -2.2221, 5.5062)
H (0.6765, -0.6017, 4.8279)
H (3.4097, -2.1319, 2.6422)
H (3.1116, -3.1775, 1.2473)
H (2.1945, -3.4246, 2.7268)
O (-3.5607, -1.2906, -2.2992)
C (-2.9779, -2.3342, -2.3821)
O (-3.0410, -3.1883, -1.3366)
C (-2.4912, -4.5039, -1.3714)
C (-1.0234, -4.5138, -0.9910)
C (-2.1025, -2.6688, -3.5671)
H (-2.6688, -4.9725, -2.3405)
H (-3.0694, -5.0654, -0.6386)
H (-0.4190, -3.9459, -1.6982)
H (-0.6471, -5.5384, -0.9647)
H (-0.8880, -4.0611, -0.0074)
H (-1.1164, -2.2367, -3.3972)
H (-2.5386, -2.2049, -4.4477)
H (-1.9974, -3.7331, -3.7635)
O (0.4763, 5.6014, -2.0017)
C (1.0607, 6.6150, -2.2646)
O (1.4271, 6.8395, -3.5438)
C (1.9761, 8.0822, -3.9873)
C (3.4752, 8.1491, -3.7815)
C (1.4640, 7.5966, -1.1880)
H (1.4588, 8.9204, -3.5185)
H (1.7438, 8.1228, -5.0502)
H (3.7389, 8.0966, -2.7253)
H (3.8723, 9.0796, -4.1884)
H (3.9598, 7.3126, -4.2846)
H (2.4137, 7.2717, -0.7636)
H (0.7083, 7.5663, -0.4076)
H (1.5574, 8.6250, -1.5281)
O (0.4620, -5.3151, 3.1323)
C (0.7347, -6.1758, 2.3369)
O (1.9654, -6.1778, 1.7979)
C (2.4539, -7.2338, 0.9627)
C (2.0628, -7.0358, -0.4864)
C (-0.2889, -7.1850, 1.8757)
H (2.1388, -8.2041, 1.3479)
H (3.5363, -7.1887, 1.0675)
H (0.9807, -7.0622, -0.6178)
H (2.5024, -7.8170, -1.1066)
H (2.4151, -6.0675, -0.8418)
H (-0.8587, -6.7469, 1.0565)
H (-0.9646, -7.3818, 2.7037)
H (0.1317, -8.1327, 1.5501)

Forces on atoms 1 to 2 (eV/Å):
-0.1 0.5 0.1
-0.2 -0.1 0.3

Total charge: 0
HOMO energy: -9.385 eV
F_max: 0.020 hartree/bohr
Kohn-Sham gap: 9.76 eV
E_LUMO: 0.38 eV
Structure (SMILES): CCCCCCCCCBN=C=O.CCOC(C)=O.CCOC(C)=O.CCOC(C)=O.CCOC(C)=O

Atomic partial charges in e from the Mulliken method, atoms 1 to 4: -0.993 -0.278 -1.151 -0.586

***

- Number 2 is which compound?
  C26H52BNO9

***

- The lowest Kohn-Sham gap belongs to which entry?
  C26H51O5PS3